[1]
The following is a quantum chemistry calculation of a molecular structure, C30H27N9O2PdS, from OMol25.

Properties
<S²>	2.007
F_max	0.00672	hartree/bohr
DFT total energy	-2328.74859	Eh
HOMO energy (alpha / beta)	-7.053 / -7.036	eV
gap between HOMO and LUMO (alpha / beta)	7.758 / 6.490	eV
energy relative to the best compared isomer or geometry (same formula, charge and spin)	0.00	kcal per mole

```
! wB97M-V def2-TZVPD RIJCOSX def2/J DEFGRID3
* xyz 0 3
Pd 0.6696 -1.1585 -1.1035
C -2.2320 -6.6025 2.4500
C -1.9077 -5.2556 1.8644
C -2.9084 -4.3583 1.4933
C -2.6055 -3.1480 0.9059
C -1.2846 -2.7336 0.6708
N -1.0279 -1.5303 0.0238
C -1.7129 -0.4067 0.4668
C -2.0440 -0.2245 1.8202
C -2.7028 0.8975 2.2749
C -3.0561 1.9337 1.4101
C -3.7227 3.1832 1.9173
C -2.7127 1.7881 0.0777
C -2.0684 0.6476 -0.3915
N -1.8003 0.5971 -1.7952
C -2.5939 1.0615 -2.7824
C -1.8962 0.9645 -3.9630
C -0.6611 0.4163 -3.5949
N -0.6134 0.2008 -2.2891
C -0.2868 -3.6340 1.0710
C -0.5997 -4.8684 1.6320
N 1.1020 -3.3126 0.9713
C 2.0399 -3.5180 1.9128
C 3.2668 -3.2329 1.3554
C 2.9720 -2.8488 0.0467
N 1.6645 -2.9121 -0.1901
H -3.2050 -6.5925 2.9413
H -1.4871 -6.9059 3.1866
H -2.2626 -7.3744 1.6776
H -3.9481 -4.6216 1.6521
H -3.4042 -2.4790 0.6099
H -1.7561 -0.9974 2.5205
H -2.9273 0.9834 3.3321
H -4.3604 2.9652 2.7742
H -4.3418 3.6459 1.1477
H -2.9892 3.9257 2.2436
H -2.9220 2.5901 -0.6211
H -3.5890 1.4109 -2.5686
H -2.2349 1.2351 -4.9470
H 0.1856 0.1533 -4.2068
H 0.2148 -5.5362 1.8897
H 1.7619 -3.8369 2.9027
H 4.2270 -3.2602 1.8382
H 3.6307 -2.4928 -0.7288
N 0.2061 6.3900 -0.1272
C 0.7474 5.1421 0.1668
C 2.1006 4.8847 -0.0657
C 2.6288 3.6312 0.1797
C 1.8082 2.6192 0.6611
C 0.4636 2.8633 0.9054
C -0.0638 4.1167 0.6566
S 2.4486 1.0020 0.9175
O 1.5836 0.3440 1.8586
O 3.8548 1.1097 1.1866
N 2.2015 0.2210 -0.4818
C 2.8813 0.3818 -1.6301
N 2.4645 -0.5356 -2.5486
C 3.0216 -0.5022 -3.7490
C 4.0034 0.4178 -4.0719
C 4.3544 1.3117 -3.0664
N 3.8128 1.3162 -1.8577
H 0.8627 7.1528 -0.1455
H -0.6383 6.6228 0.3689
H 2.7381 5.6772 -0.4405
H 3.6750 3.4249 0.0018
H -0.1598 2.0703 1.2994
H -1.1144 4.3089 0.8441
H 2.6730 -1.2393 -4.4651
H 4.4654 0.4415 -5.0469
H 5.1108 2.0690 -3.2493
*
```

***

[2]
The following is a quantum chemistry calculation of a molecular structure, C11H20F12LiO9P2, from OMol25.

Properties
F_max	0.03094	hartree/bohr
DFT total energy	-2997.62766	Eh
HOMO energy	-8.579	eV
gap between HOMO and LUMO	10.503	eV
energy relative to the best compared isomer or geometry (same formula, charge and spin)	18.17	kcal per mole

```
! wB97M-V def2-TZVPD RIJCOSX def2/J DEFGRID3
* xyz -1 1
Li 12.5089 -9.3583 -8.2242
P 11.0621 -9.5112 -4.8498
F 11.7763 -9.2126 -6.2880
F 10.6787 -7.9178 -4.7930
F 9.6911 -9.8573 -5.6335
F 10.3400 -9.7151 -3.4238
F 11.4670 -11.0583 -4.9207
F 12.4688 -9.1777 -4.0947
P 13.7938 -11.8696 -8.4403
F 12.3906 -11.2505 -8.9484
F 14.5563 -10.5998 -9.2175
F 13.6695 -10.9247 -7.1539
F 15.1633 -12.5046 -7.9160
F 12.9437 -13.0788 -7.7678
F 13.9761 -12.6772 -9.8307
C 12.7846 -8.1484 -13.8820
C 12.3891 -9.5165 -13.3136
O 12.1009 -9.2695 -11.9505
C 12.5610 -8.0327 -11.6058
O 12.6818 -7.6434 -10.4907
O 13.0378 -7.3876 -12.6922
H 11.8935 -7.7328 -14.3445
H 13.6921 -8.2721 -14.4617
H 13.1410 -10.3075 -13.3501
H 11.4828 -9.8574 -13.8215
C 11.9603 -5.6194 -8.0572
C 13.1972 -5.5523 -7.1978
O 14.4337 -5.8144 -7.9086
C 14.7332 -7.1120 -8.0380
O 14.0933 -8.0214 -7.5916
O 15.9381 -7.1767 -8.5820
C 16.4667 -8.4884 -8.7834
H 12.0927 -5.0951 -9.0069
H 11.1615 -5.0603 -7.5666
H 11.7229 -6.6596 -8.2530
H 13.1129 -6.2760 -6.3850
H 13.3467 -4.5929 -6.7055
H 16.4725 -9.1000 -7.8806
H 17.4638 -8.3628 -9.1908
H 15.8270 -9.0382 -9.4747
C 7.2592 -7.1644 -7.4871
C 8.6209 -7.7744 -7.8535
O 8.4263 -8.9394 -8.6631
C 9.5079 -9.4767 -9.1749
O 10.6305 -9.1142 -8.9711
O 9.1427 -10.5658 -9.8258
C 10.0522 -11.3098 -10.6189
H 6.9980 -6.3114 -8.1151
H 7.2446 -6.8111 -6.4599
H 6.5151 -7.9455 -7.6517
H 9.0770 -8.1238 -6.9282
H 9.2229 -7.0235 -8.3589
H 9.6542 -11.3209 -11.6394
H 10.1082 -12.3176 -10.2202
H 11.0234 -10.8265 -10.7098
*
```

***

[3]
The following is a quantum chemistry calculation of a molecular structure, C8H36N2O9, from OMol25.

Properties
F_max	0.15749	hartree/bohr
DFT total energy	-1112.72338	Eh
HOMO energy	-8.383	eV
gap between HOMO and LUMO	8.281	eV
energy relative to the best compared isomer or geometry (same formula, charge and spin)	207.09	kcal per mole

```
! wB97M-V def2-TZVPD RIJCOSX def2/J DEFGRID3
* xyz 0 1
O -3.5688 -0.0302 0.1251
H -2.8373 -0.2674 -0.4448
H -3.8246 0.8455 -0.1646
O -1.8820 -0.7560 -0.9210
H -2.1247 -1.6366 -1.2071
H -0.9372 -0.8030 -0.7748
O -2.1703 -3.1587 -3.2012
H -2.4957 -2.4334 -3.7343
H -1.3274 -2.8519 -2.8671
O 0.0518 0.7265 -1.6892
H -0.0768 0.8565 -2.6287
H 0.6787 0.0055 -1.6303
O -2.0388 -0.8622 1.7642
H -2.6651 -0.6163 1.0834
H -2.2007 -1.7937 1.9140
O -2.4424 -3.1196 -0.7835
H -2.7750 -3.0782 -1.6801
H -3.1732 -2.8205 -0.2424
O -0.2966 -2.2159 0.8892
H -0.9170 -2.7216 0.3643
H -0.7146 -2.1391 1.7468
C -0.7625 0.9964 0.2805
C -0.3735 2.3309 0.8546
C -0.5900 2.4414 2.3409
O -1.9231 2.3401 2.7841
C -2.1287 2.8628 4.0602
N 0.9772 2.7618 0.3916
H -0.8721 0.9957 -0.8039
H -1.7294 0.7641 0.7268
H 0.1076 0.3901 0.5324
H -1.0913 3.0363 0.4361
H -0.1873 3.3985 2.6723
H -0.0595 1.6502 2.8707
H -3.1001 2.5032 4.3995
H -2.0050 3.9435 4.1313
H -1.4749 2.4441 4.8253
H 1.5076 2.3667 1.1549
H 1.2271 2.1502 -0.3723
C 2.9162 -1.5144 0.5429
C 2.3287 -0.7548 -0.6163
C 3.0589 -0.8151 -1.9871
O 4.3745 -0.2214 -1.9586
C 4.4503 1.1448 -2.1170
N 0.9411 -1.1711 -0.8271
H 2.3209 -1.3697 1.4444
H 3.9147 -1.1366 0.7626
H 3.0291 -2.5357 0.1793
H 2.2706 0.2409 -0.1768
H 2.4679 -0.1791 -2.6461
H 3.2879 -1.8077 -2.3751
H 5.4071 1.4577 -2.5348
H 4.2599 1.6819 -1.1878
H 3.7264 1.5384 -2.8306
H 0.5030 -0.8870 0.0375
H 0.9583 -2.1773 -0.9125
*
```

***

[4]
The following is a quantum chemistry calculation of 3 unconnected molecules or ions with the total composition C5H16O2, from OMol25.

Properties
<S²>	0.753
F_max	0.04193	hartree/bohr
DFT total energy	-350.17782	Eh
HOMO energy (alpha / beta)	-13.623 / -13.623	eV
gap between HOMO and LUMO (alpha / beta)	10.944 / 3.925	eV
energy relative to the best compared isomer or geometry (same formula, charge and spin)	7.27	kcal per mole

```
! wB97M-V def2-TZVPD RIJCOSX def2/J DEFGRID3
* xyz 1 2
C 1.7941 2.0433 0.7488
C 1.8556 1.2134 -0.6156
C 0.4491 0.6819 -0.9325
C -0.1732 -0.5022 -0.2307
C 0.9595 -1.4559 0.3466
H 2.8214 2.3701 0.9266
H 1.3622 1.3647 1.4781
H 1.1859 2.9385 0.6640
H 2.5921 0.4118 -0.5983
H 2.3395 1.9237 -1.3054
H -0.1718 1.5779 -0.8608
H 0.6221 0.5021 -2.0218
H -0.7551 -0.1815 0.6238
H -0.7275 -1.1451 -0.9128
H 0.4626 -2.3568 0.6752
H 1.7827 -1.5341 -0.3493
H 1.3881 -1.0047 1.2455
H -1.8654 2.4699 2.4210
H -1.5039 1.0764 2.3865
O -1.1766 1.9007 2.0135
H -4.7335 -3.7119 -1.2900
H -4.2249 -4.7684 -2.2850
O -4.2831 -3.8139 -2.1275
*
```

***

What is the F_max in the third record?
0.15749 hartree/bohr

***

The highest DFT total energy belongs to which entry?
C5H16O2

***

Copy entry 3 word for word.
The following is a quantum chemistry calculation of a molecular structure, C8H36N2O9, from OMol25.

Properties
F_max	0.15749	hartree/bohr
DFT total energy	-1112.72338	Eh
HOMO energy	-8.383	eV
gap between HOMO and LUMO	8.281	eV
energy relative to the best compared isomer or geometry (same formula, charge and spin)	207.09	kcal per mole

```
! wB97M-V def2-TZVPD RIJCOSX def2/J DEFGRID3
* xyz 0 1
O -3.5688 -0.0302 0.1251
H -2.8373 -0.2674 -0.4448
H -3.8246 0.8455 -0.1646
O -1.8820 -0.7560 -0.9210
H -2.1247 -1.6366 -1.2071
H -0.9372 -0.8030 -0.7748
O -2.1703 -3.1587 -3.2012
H -2.4957 -2.4334 -3.7343
H -1.3274 -2.8519 -2.8671
O 0.0518 0.7265 -1.6892
H -0.0768 0.8565 -2.6287
H 0.6787 0.0055 -1.6303
O -2.0388 -0.8622 1.7642
H -2.6651 -0.6163 1.0834
H -2.2007 -1.7937 1.9140
O -2.4424 -3.1196 -0.7835
H -2.7750 -3.0782 -1.6801
H -3.1732 -2.8205 -0.2424
O -0.2966 -2.2159 0.8892
H -0.9170 -2.7216 0.3643
H -0.7146 -2.1391 1.7468
C -0.7625 0.9964 0.2805
C -0.3735 2.3309 0.8546
C -0.5900 2.4414 2.3409
O -1.9231 2.3401 2.7841
C -2.1287 2.8628 4.0602
N 0.9772 2.7618 0.3916
H -0.8721 0.9957 -0.8039
H -1.7294 0.7641 0.7268
H 0.1076 0.3901 0.5324
H -1.0913 3.0363 0.4361
H -0.1873 3.3985 2.6723
H -0.0595 1.6502 2.8707
H -3.1001 2.5032 4.3995
H -2.0050 3.9435 4.1313
H -1.4749 2.4441 4.8253
H 1.5076 2.3667 1.1549
H 1.2271 2.1502 -0.3723
C 2.9162 -1.5144 0.5429
C 2.3287 -0.7548 -0.6163
C 3.0589 -0.8151 -1.9871
O 4.3745 -0.2214 -1.9586
C 4.4503 1.1448 -2.1170
N 0.9411 -1.1711 -0.8271
H 2.3209 -1.3697 1.4444
H 3.9147 -1.1366 0.7626
H 3.0291 -2.5357 0.1793
H 2.2706 0.2409 -0.1768
H 2.4679 -0.1791 -2.6461
H 3.2879 -1.8077 -2.3751
H 5.4071 1.4577 -2.5348
H 4.2599 1.6819 -1.1878
H 3.7264 1.5384 -2.8306
H 0.5030 -0.8870 0.0375
H 0.9583 -2.1773 -0.9125
*
```

***

Which of these has the lowest F_max?
C30H27N9O2PdS